Molecular formula: C3H5O4P
Method: DFT, ωB97M-V/def2-TZVPD

```
13
Properties=species:S:1:pos:R:3:nbo_charge:R:1
C 0.284 -1.571 0.088 0.083
C -0.452 -0.478 0.146 0.128
C -0.004 0.846 0.752 -0.133
O 3.935 0.266 0.501 -1.009
O 1.492 -1.620 0.669 -0.777
O -1.642 -0.289 -0.543 -0.699
O 1.243 1.371 0.097 -0.761
P 2.794 -0.097 -0.325 1.573
H -0.242 -2.512 -0.284 0.158
H 0.474 0.548 1.731 0.226
H -0.733 1.758 0.840 0.229
H -1.784 -1.052 -1.145 0.477
H 0.985 1.801 -0.847 0.505
```

Computed properties:
Calculated total energy = -20668.45035 eV
Charge = 0
Kohn-Sham gap = 8.094 eV
Strongest force on any atom = 3.68 eV/A